1.
Below is a cluster of 4 separate species, C30H26F26O5 in total, with properties calculated with wB97M-V/def2-TZVPD.

```
87
Properties=species:S:1:pos:R:3
C -5.53874 -4.33923 1.35479
C -4.59013 -5.67292 1.08727
F -5.03831 -6.78728 1.95816
C -2.98582 -5.37228 1.31936
C -2.30508 -5.71864 2.77318
C -0.69847 -5.37446 3.02651
C 0.11786 -4.69215 1.77229
C -0.57076 -4.38524 0.27933
C -2.15687 -4.72647 0.02651
C 0.43526 -3.69417 -0.86428
O 0.36749 -4.00819 -2.17114
C 1.55289 -2.62500 -0.22767
C 2.16814 -2.88399 1.13583
C 3.23518 -1.76554 1.74514
C 4.52677 -2.42558 2.50942
C 5.51205 -3.21533 1.45361
F 5.26583 -1.27256 3.14732
C 1.72471 -4.26846 1.96127
O 2.56365 -5.01649 2.68214
H -5.37966 -3.48791 0.55898
H -5.39092 -3.87803 2.43806
H -6.69592 -4.62298 1.30045
H -4.73417 -5.93657 -0.06446
H -2.91092 -6.20119 3.65162
H -0.12221 -5.58343 4.02361
H -2.63068 -4.50946 -1.02126
H 1.79494 -1.66518 -0.87328
H 2.62047 -1.17734 2.58198
H 3.55695 -0.95281 0.94537
H 4.19635 -3.11208 3.40401
H 6.62602 -3.03139 1.81113
H 5.37783 -2.85350 0.32491
H 5.28612 -4.37858 1.57659
F 2.03368 0.36828 -2.14750
C 2.27675 -0.01667 -3.41759
F 3.09736 -1.09769 -3.33571
C 2.92173 1.08160 -4.25858
F 4.17339 1.38132 -3.81926
F 3.08728 0.59532 -5.53087
C 2.10906 2.38094 -4.37631
O 2.44224 3.42774 -3.45776
C 1.86500 3.30723 -2.15914
F 0.86967 2.38904 -2.20524
F 1.25911 4.49810 -1.90796
C 2.90237 3.01531 -1.06236
F 3.65180 1.92181 -1.34704
F 2.29510 2.77326 0.13059
H 1.33640 -0.35029 -3.86125
H 2.34166 2.80385 -5.36161
H 1.02838 2.19489 -4.40782
H 3.58243 3.86426 -0.93926
F -1.24249 0.69820 5.37836
C -0.45712 0.29101 4.35965
F -1.05521 0.73086 3.22055
C -0.27578 -1.22385 4.31757
F -1.44301 -1.86205 4.03514
F 0.56420 -1.51854 3.27345
C 0.34123 -1.84643 5.58021
O -0.57572 -2.37386 6.54537
C -1.15316 -1.41340 7.42755
F -0.44287 -0.26230 7.34808
F -0.94744 -1.88965 8.68423
C -2.65908 -1.20835 7.19421
F -2.93701 -0.89017 5.90582
F -3.13657 -0.19046 7.95998
H 0.50539 0.79985 4.44348
H 0.91314 -2.72134 5.24670
H 1.08978 -1.19218 6.04404
H -3.21487 -2.11844 7.44152
F -1.60131 5.94079 -7.11297
C -2.16280 7.16762 -7.11533
F -1.45397 7.90731 -8.00927
C -2.14733 7.83117 -5.74095
F -0.88077 8.11075 -5.33211
F -2.77226 9.04747 -5.85353
C -2.87137 7.05512 -4.62916
O -2.05742 6.21585 -3.80233
C -1.74673 4.93603 -4.34976
F -2.57245 4.69474 -5.39658
F -2.08474 4.02944 -3.39466
C -0.25974 4.77756 -4.70755
F 0.17346 5.76053 -5.53492
F -0.03602 3.59933 -5.34961
H -3.18194 7.07813 -7.49707
H -3.27234 7.80637 -3.93734
H -3.75768 6.52566 -5.00011
H 0.35880 4.80330 -3.80473
```

SMILES: C[C@H](F)c1ccc2c(c1)C(=O)C=C(C[C@@H](C)F)C2=O.FC(F)C(F)(F)COC(F)(F)C(F)F.FC(F)C(F)(F)COC(F)(F)C(F)F.FC(F)C(F)(F)COC(F)(F)C(F)F
lowest unoccupied orbital energy: -1.7013 eV
2S+1: 1
M: 960.48 g/mol

---

2.
Below is a structure of composition C30H26N14S3Sc, with properties calculated with wB97M-V/def2-TZVPD.

```
74
Properties=species:S:1:pos:R:3
Sc 1.20937 0.36006 0.54476
N 4.47039 1.24217 3.90251
C 3.73432 0.87044 2.84269
S 2.45304 1.87925 2.32495
N 4.06544 -0.29853 2.30344
N 3.27042 -0.64174 1.25724
C 3.61430 -1.73570 0.67908
C 2.82136 -2.27218 -0.41390
C 3.17319 -3.48666 -0.99654
C 2.41813 -3.96631 -2.05013
C 1.34184 -3.21385 -2.48934
C 1.05722 -2.01835 -1.85186
N 1.76999 -1.54027 -0.82879
H 4.26005 2.09203 4.39210
H 5.23128 0.65455 4.19772
H 4.48938 -2.28066 1.02415
H 4.02590 -4.03416 -0.62105
H 2.66857 -4.90602 -2.52305
H 0.72271 -3.53775 -3.31312
H 0.22911 -1.40823 -2.17331
C 0.88974 -2.86078 3.86306
C 1.27668 -1.79040 3.06900
N 0.56431 -1.42100 2.00367
C -0.57394 -2.08971 1.77837
C -0.90815 -3.19661 2.55546
N -0.17821 -3.59150 3.58670
C -1.47865 -1.55219 0.73716
C -2.81512 -1.93075 0.69662
C -3.67295 -1.33003 -0.21161
C -3.13643 -0.35944 -1.04981
C -1.79824 -0.02003 -0.93491
N -0.97197 -0.61457 -0.06589
C -1.20462 1.00840 -1.81903
C -1.96043 2.03921 -2.38622
N -1.44589 2.88291 -3.26336
C -0.17082 2.69830 -3.58949
C 0.60581 1.73013 -2.97705
N 0.09667 0.89769 -2.07212
C -5.10642 -1.68452 -0.27015
C -5.77776 -1.80766 -1.48064
C -7.12472 -2.13770 -1.46264
N -7.82066 -2.33403 -0.34969
C -7.17598 -2.20738 0.80416
C -5.82856 -1.89155 0.90125
H 1.47972 -3.13458 4.72841
H 2.17466 -1.23416 3.29381
H -1.78478 -3.78942 2.33256
H -3.19378 -2.67609 1.37846
H -3.76420 0.13591 -1.77627
H -2.99494 2.19109 -2.10527
H 0.25536 3.35439 -4.33871
H 1.66031 1.63285 -3.20250
H -5.26966 -1.67678 -2.42679
H -7.66588 -2.25110 -2.39474
H -7.76136 -2.36087 1.70302
H -5.36808 -1.77833 1.87348
S -1.89671 1.38696 3.91537
C -0.99892 1.31856 2.59018
N -0.34137 1.26935 1.61174
C 0.73021 5.84517 -1.18977
C 0.99494 4.87409 -0.04461
C 1.92197 3.76804 -0.41572
N 1.59452 2.52581 -0.40381
N 2.60726 1.67009 -0.72557
C 3.73495 2.27738 -0.96142
N 4.87653 1.62796 -1.27211
S 3.58813 3.99866 -0.87080
H 0.10125 6.66514 -0.84899
H 0.22029 5.34749 -2.01456
H 1.65435 6.27807 -1.57590
H 0.07563 4.39112 0.29202
H 1.41087 5.39157 0.82329
H 4.89617 0.64258 -1.05673
H 5.75283 2.11418 -1.18845
```

lowest unoccupied orbital energy: -3.3911 eV
charge: +1
energy relative to the best compared isomer or geometry (same formula, charge and spin): 0.8705 eV
2S+1: 1
M: 723.79 g/mol

---

3.
Below is a structure of composition C30H26N4OPPd, with properties calculated with wB97M-V/def2-TZVPD.

```
63
Properties=species:S:1:pos:R:3
Pd 0.22067 1.17231 -0.03361
O 0.20006 5.17601 1.19260
C -0.10433 4.03127 1.01452
N 0.53801 3.25438 0.00897
C 1.50122 3.87378 -0.82452
C 2.14820 2.88013 -1.75279
C 3.08752 3.30942 -2.66990
C 3.68683 2.38398 -3.50689
C 3.32170 1.04974 -3.40159
C 2.37217 0.69749 -2.46839
N 1.78650 1.59104 -1.65110
C -1.15103 3.29231 1.76659
C -1.92392 3.96170 2.69146
C -2.91302 3.25198 3.36187
C -3.08645 1.91229 3.06593
C -2.26433 1.31547 2.12007
N -1.30357 1.98454 1.48244
H 2.24334 4.39529 -0.20280
H 1.02357 4.69573 -1.37980
H 3.34735 4.35947 -2.72433
H 4.42713 2.69892 -4.23058
H 3.76505 0.29287 -4.03318
H 2.06312 -0.33325 -2.36144
H -1.74729 5.01428 2.86850
H -3.54129 3.74301 4.09296
H -3.85311 1.32662 3.55538
H -2.39094 0.27560 1.85498
N -1.42674 0.89642 -1.51549
C -2.16670 -0.33053 -1.26514
C -3.53977 -0.33687 -1.38434
C -4.24655 -1.52553 -1.21447
C -3.58183 -2.70857 -0.92608
C -2.20441 -2.70479 -0.78005
C -1.48860 -1.51103 -0.92253
P 0.26233 -1.45659 -0.56557
C 0.45556 -0.95712 1.17836
C 1.57953 -0.17988 1.54804
C 1.77980 0.15850 2.87785
C 0.88574 -0.29346 3.84873
C -0.20489 -1.07811 3.49206
C -0.44305 -1.38849 2.16094
C 0.95538 -3.05400 -0.76064
C 0.88935 -3.63516 -2.05229
C 1.39049 -4.89957 -2.25126
C 1.97741 -5.58308 -1.18230
C 2.05941 -5.00496 0.09158
C 1.58077 -3.73438 0.30454
H -2.05566 1.69285 -1.57350
H -0.91459 0.84370 -2.39462
H -4.06778 0.57417 -1.64380
H -5.32248 -1.52436 -1.33240
H -4.13368 -3.63168 -0.80968
H -1.68396 -3.62289 -0.53848
H 2.36870 0.02247 0.82841
H 2.64743 0.73889 3.16451
H 1.05698 -0.05077 4.88980
H -0.87427 -1.45285 4.25611
H -1.29897 -1.99508 1.88838
H 0.43644 -3.09539 -2.87693
H 1.33827 -5.35839 -3.22936
H 2.38490 -6.57339 -1.34205
H 2.49529 -5.56128 0.91040
H 1.65699 -3.28518 1.28591
```

lowest unoccupied orbital energy (spin up / spin down): -8.5246 / -12.2747 eV
charge: +3
energy relative to the best compared isomer or geometry (same formula, charge and spin): 0.1019 eV
2S+1: 5
M: 595.96 g/mol
expectation value of S²: 6.038